1.
Below is a molecular structure, C11H19AuClINOP in a non-equilibrium geometry, with properties calculated with ωB97M-V/def2-TZVPD.

Computed properties:
ΔE to the lowest compared entry with this formula, charge and spin = 779.8 kJ/mol
2S+1 = 3
Frontier orbital gap (spin up / spin down) = 6.762 / 6.321 eV
Charge = +2

Last column: Mulliken charge in e.
Atoms and positions in Å:
C (1.380920, -2.351636, 1.212319)  -0.90
I (1.873649, 0.303805, 3.154791)  0.14
H (0.239172, -2.333592, 1.079660)  0.45
H (1.968684, -1.894144, 2.045855)  0.30
H (1.838889, -2.406261, 0.138962)  0.30
Au (0.814894, 0.823912, -2.443304)  0.74
P (-0.690542, 0.845154, -4.309638)  0.30
C (1.265476, 1.212546, -4.514522)  -1.08
C (-1.284587, -1.013613, -3.953469)  -0.83
H (-2.467634, 1.313514, -2.841959)  0.30
H (-2.610723, 2.719992, -3.910973)  0.35
H (-1.123350, 2.613781, -2.719963)  0.32
C (-1.843469, 2.041299, -3.377537)  -0.79
H (-2.099924, -0.904154, -3.204899)  0.33
H (-1.741101, -1.610618, -4.769916)  0.37
H (1.657538, 1.221604, -5.495942)  0.45
H (1.919530, 0.316296, -4.211131)  0.33
H (-0.340002, -1.520797, -3.597331)  0.32
H (1.517967, 2.173970, -4.052046)  0.42
C (2.054549, -0.082773, -1.052526)  0.11
O (2.550445, 0.048295, -0.022636)  -0.11
Cl (-0.842936, 0.222698, -0.947363)  -0.52
N (-0.599555, -0.894745, 2.650994)  -0.26
C (-0.613796, -0.838720, 4.003471)  0.91
C (0.737440, -0.805265, 4.671269)  0.11
C (1.016035, -0.277623, 6.035288)  -0.42
C (0.024985, 0.373481, 6.730093)  -0.34
C (-1.263317, 0.370308, 6.102464)  -0.16
C (-1.592047, -0.129488, 4.784007)  -0.64
H (0.275630, -0.728759, 1.894925)  -0.06
H (-1.362482, -0.572332, 2.082014)  0.13
H (1.607291, -1.278730, 4.192821)  0.08
H (2.026811, -0.140972, 6.436500)  0.38
H (0.165483, 0.963046, 7.738503)  0.34
H (-2.134110, 0.855907, 6.683902)  0.32
H (-2.481413, 0.180316, 4.193718)  0.31

Atoms 1-6, force components in eV/Å:
-0.6 0.1 -3.0
2.2 3.9 0.4
2.1 -0.4 0.8
-0.8 -1.2 -1.2
-0.4 -0.2 2.5
-0.4 -0.9 0.9

***

2.
Below is a molecular structure, C28H31BrCuN9SeSi, with properties calculated with ωB97M-V/def2-TZVPD.

Computed properties:
2S+1 = 2
Frontier orbital gap (spin up / spin down) = 6.839 / 6.119 eV
Charge = -1

Last column: Mulliken charge in e.
Atoms and positions in Å:
Cu (0.495676, -0.284140, 0.709976)  -0.61
C (3.134044, 1.555720, 1.450260)  -1.49
C (2.228618, 2.171841, 0.422267)  0.81
C (2.499138, 3.412197, -0.102754)  -0.83
C (1.596903, 3.946505, -1.042613)  -0.66
C (0.474837, 3.261005, -1.397524)  -0.63
C (0.193778, 1.969136, -0.822729)  0.20
N (1.128298, 1.476481, 0.065884)  1.28
N (-0.883490, 1.249888, -0.989508)  0.32
Si (-2.327704, 1.787604, -1.709307)  -0.24
C (-2.168141, 2.212192, -3.535898)  -1.29
C (-3.627614, 0.460125, -1.547483)  -0.77
C (-3.027895, 3.305587, -0.856475)  -1.03
H (3.549449, 2.330751, 2.093920)  0.51
H (3.958222, 1.032259, 0.966738)  0.06
H (2.602433, 0.828859, 2.066433)  0.11
H (3.385909, 3.948386, 0.204384)  0.45
H (1.788737, 4.923100, -1.473578)  0.40
H (-0.233015, 3.670076, -2.106923)  0.26
H (-1.423284, 1.577304, -4.024794)  0.35
H (-1.871113, 3.254475, -3.688247)  0.37
H (-3.126089, 2.061165, -4.044164)  0.36
H (-3.345143, -0.430976, -2.110262)  -0.01
H (-4.590444, 0.812635, -1.931844)  0.46
H (-3.764289, 0.177605, -0.498215)  0.20
H (-2.352762, 4.164366, -0.911756)  0.34
H (-3.225727, 3.100173, 0.202335)  0.29
H (-3.973422, 3.590564, -1.331170)  0.40
N (-0.729830, 2.482993, 2.301207)  -0.31
C (-1.502732, 1.373431, 2.404312)  0.51
N (-2.703465, 1.561510, 2.951779)  -0.75
C (-3.390506, 0.425382, 3.143647)  0.51
N (-4.637846, 0.578707, 3.682963)  -0.46
N (-2.996260, -0.806024, 2.897730)  -0.71
C (-1.763919, -0.917090, 2.337426)  0.22
N (-0.997025, 0.187870, 2.025292)  0.06
C (-1.244199, -2.171744, 2.067645)  -0.12
C (-1.703178, -3.378690, 2.658295)  -1.01
C (-0.818689, -4.385578, 2.889174)  -0.80
C (0.581482, -4.076139, 2.699158)  -0.33
C (0.973403, -3.007350, 1.993262)  -1.29
N (-0.042601, -2.279234, 1.240588)  2.55
H (-1.238785, 3.350429, 2.320653)  0.28
H (0.056352, 2.434982, 1.676901)  -0.10
H (-5.032129, 1.500668, 3.634991)  0.25
H (-5.252408, -0.211750, 3.608073)  0.24
H (-2.729331, -3.426555, 3.003203)  0.42
H (-1.119849, -5.310186, 3.362242)  0.43
H (1.338813, -4.669395, 3.200434)  0.42
H (1.998343, -2.700676, 1.842014)  0.34
Se (2.333506, -1.354451, -0.780037)  -0.28
C (3.930180, -0.375192, -1.111585)  0.13
C (5.095868, -0.588903, -0.375553)  -0.34
C (6.260826, 0.072857, -0.730586)  -0.29
N (6.355433, 0.933090, -1.747647)  -0.68
C (5.232255, 1.147329, -2.437145)  -0.38
C (4.018502, 0.534034, -2.164614)  -0.20
H (5.087548, -1.273467, 0.463524)  0.38
H (7.172475, -0.097127, -0.165470)  0.35
H (5.307389, 1.853202, -3.258537)  0.36
H (3.141659, 0.756905, -2.758910)  0.38
Br (-1.418993, -4.859820, -4.156979)  -0.25
C (-0.978606, -4.061453, -2.487297)  -0.13
C (-1.770845, -3.038817, -1.991637)  -0.78
C (-1.452617, -2.467905, -0.770793)  0.22
C (-0.354484, -2.916853, -0.050964)  0.06
C (0.431547, -3.933652, -0.561691)  -0.24
C (0.122667, -4.509521, -1.787985)  -0.52
H (-2.628615, -2.691937, -2.550147)  0.41
H (-2.060153, -1.663595, -0.376839)  0.00
H (1.289118, -4.286364, -0.008070)  0.44
H (0.743789, -5.298805, -2.188983)  0.41

Atoms 1-6, force components in eV/Å:
0.4 -0.3 -0.4
0.0 0.0 0.0
-0.2 -0.1 0.0
0.0 0.1 -0.1
0.1 0.0 0.1
0.0 -0.2 -0.1

***

3.
Below is a molecular structure, C31H59N4OPS5Si2TeZn, with properties calculated with ωB97M-V/def2-TZVPD.

Computed properties:
ΔE to the lowest compared entry with this formula, charge and spin = 0.0 kJ/mol
Frontier orbital gap = 4.480 eV
Charge = -2

Last column: Mulliken charge in e.
Atoms and positions in Å:
Zn (-1.007557, 1.123175, 1.337720)  3.98
C (-2.526598, 2.978775, 4.102280)  -0.75
Si (-2.058049, 1.182120, 4.372601)  -0.04
C (-1.786736, 1.038030, 6.248814)  -1.24
C (-3.590052, 0.148427, 4.064798)  -0.95
C (-0.623162, 0.653033, 3.353963)  0.64
Si (1.022543, 1.125849, 4.009056)  0.15
C (1.180228, 2.940643, 4.453658)  -0.84
C (2.414668, 0.706338, 2.811131)  -0.25
C (1.520131, 0.227872, 5.607766)  -1.22
H (-3.148025, 3.354061, 4.922377)  0.43
H (-3.079398, 3.058698, 3.162183)  0.07
H (-1.638153, 3.613721, 4.023646)  0.26
H (-2.723645, 1.236958, 6.777166)  0.35
H (-1.040021, 1.753561, 6.605580)  0.29
H (-1.440622, 0.038504, 6.528705)  0.28
H (-4.435259, 0.541475, 4.639040)  0.41
H (-3.437979, -0.893721, 4.363350)  0.22
H (-3.853191, 0.177747, 3.003902)  0.17
H (-0.628627, -0.445244, 3.259092)  -0.83
H (0.971157, 3.588588, 3.602443)  0.11
H (2.190736, 3.158435, 4.813566)  0.34
H (0.475767, 3.209424, 5.246504)  0.25
H (2.082679, 0.900637, 1.792351)  -0.82
H (2.698258, -0.347791, 2.883274)  0.32
H (3.307114, 1.311200, 3.003503)  0.56
H (0.909162, 0.556653, 6.449919)  0.30
H (2.568478, 0.422231, 5.857518)  0.34
H (1.390742, -0.855300, 5.514326)  0.29
O (0.577124, 0.557746, -0.078499)  -2.27
S (1.445081, 0.558158, -1.317755)  0.40
C (3.084322, -0.008373, -0.667200)  -0.33
C (4.112747, 1.067432, -0.988919)  -0.82
C (3.378280, 2.384133, -0.749923)  -0.46
C (2.067783, 2.257433, -1.509995)  0.42
H (3.311212, -0.978706, -1.112398)  0.47
H (2.942616, -0.122042, 0.404041)  -0.08
H (4.412421, 0.998422, -2.039494)  0.31
H (5.012595, 0.967753, -0.377962)  0.37
H (3.948730, 3.251429, -1.087908)  0.45
H (3.171921, 2.512656, 0.314651)  0.11
H (2.192323, 2.403894, -2.585320)  0.43
H (1.275846, 2.910385, -1.144238)  -0.87
S (0.347898, 4.338377, 0.943454)  -0.36
C (-1.022399, 4.756517, 0.077403)  0.01
N (-1.142369, 4.769691, -1.265625)  -0.09
C (-2.530916, 4.967521, -1.668229)  -0.24
C (-3.247645, 5.254928, -0.335177)  -0.52
N (-2.168946, 5.187183, 0.642423)  -0.17
H (-0.587890, 4.108468, -1.788589)  0.06
H (-2.912299, 4.069778, -2.154896)  0.16
H (-2.611168, 5.812497, -2.356196)  0.31
H (-4.006427, 4.502849, -0.116157)  0.13
H (-3.702979, 6.249408, -0.330177)  0.32
H (-2.356684, 4.805566, 1.558177)  0.29
C (-1.608989, -5.102942, 1.301841)  -1.77
C (-2.145089, -3.672831, 1.238271)  0.55
C (-2.370052, -3.133278, 2.654950)  -1.45
P (-1.234065, -2.351357, 0.277601)  0.41
C (0.575321, -2.807932, 0.257556)  2.64
C (1.139874, -2.712551, 1.674504)  -1.28
C (1.081104, -4.061523, -0.456953)  -1.80
C (-1.724270, -2.654949, -1.495710)  0.92
C (-2.904344, -1.730486, -1.814424)  -1.26
C (-2.055879, -4.084024, -1.925675)  -1.78
H (-2.325755, -5.742777, 1.829107)  0.51
H (-0.669788, -5.146565, 1.855436)  0.28
H (-1.445447, -5.534442, 0.316346)  0.24
H (-3.124928, -3.697545, 0.746183)  0.56
H (-1.425047, -3.051357, 3.198975)  0.18
H (-3.032115, -3.792864, 3.226606)  0.52
H (-2.813397, -2.139683, 2.625334)  0.22
H (0.962958, -1.948973, -0.294890)  -1.70
H (0.787321, -3.534568, 2.301906)  0.20
H (0.846635, -1.774172, 2.147442)  -0.12
H (2.234218, -2.754731, 1.658923)  0.54
H (0.747766, -4.979501, 0.025122)  0.23
H (2.177754, -4.066446, -0.446887)  0.51
H (0.768929, -4.084230, -1.501182)  0.34
H (-0.862144, -2.299056, -2.073702)  -0.03
H (-3.788548, -2.016106, -1.235657)  0.26
H (-3.159352, -1.788839, -2.877439)  0.42
H (-2.686539, -0.690695, -1.565606)  0.01
H (-2.919070, -4.465439, -1.374945)  0.31
H (-1.230170, -4.780838, -1.784702)  0.29
H (-2.319297, -4.092068, -2.987907)  0.47
S (1.211721, 1.828206, -8.477327)  -0.50
C (0.866847, 1.474673, -6.870747)  0.37
S (-0.167817, 2.492349, -5.944211)  -0.21
C (0.003666, 1.472017, -4.516921)  -0.14
N (0.803242, 0.466518, -4.753446)  -0.57
N (1.272452, 0.473224, -6.069042)  0.47
C (2.128365, -0.629759, -6.374324)  0.55
C (2.484072, -1.490279, -5.331687)  -0.20
C (3.283883, -2.592548, -5.580086)  -0.61
C (3.745562, -2.863084, -6.861857)  -0.43
C (3.401774, -1.999380, -7.887305)  -0.74
C (2.602870, -0.885493, -7.655494)  -0.42
S (-0.789382, 1.807568, -3.057453)  -0.15
H (2.119013, -1.287679, -4.337600)  0.45
H (3.546806, -3.245478, -4.756914)  0.39
H (4.362114, -3.732235, -7.054555)  0.36
H (3.753575, -2.184658, -8.895045)  0.33
H (2.348898, -0.221290, -8.465663)  0.14
Te (-3.161008, 1.722855, 0.313568)  -1.32

Atoms 1-6, force components in eV/Å:
-0.2 0.1 0.3
0.1 0.2 0.0
-0.4 0.1 0.0
0.2 -0.1 0.1
-0.1 -0.2 0.0
0.5 -0.1 -0.4